[1]
DFT (ωB97M-V with the def2-TZVPD basis set) results for a structure of composition C36H35ClCrIN5O8 at a distorted geometry.

Each line ends with the Löwdin charge.
Cartesian coordinates (Å):
Cr (-0.126, 0.407, 0.085)  0.79
C (3.091, 7.148, 2.518)  -0.07
O (2.161, 6.083, 2.626)  -0.09
C (2.196, 5.345, 3.765)  -0.23
C (2.887, 5.698, 4.909)  -0.03
C (2.873, 4.854, 6.019)  -0.11
C (2.179, 3.662, 5.959)  -0.10
C (1.485, 3.301, 4.802)  -0.02
C (1.471, 4.144, 3.697)  -0.17
N (0.823, 3.888, 2.477)  0.15
C (0.349, 2.631, 2.081)  -0.35
N (-0.669, 2.214, 2.830)  0.16
C (-1.360, 0.973, 2.811)  -0.16
C (-1.335, 0.112, 1.723)  -0.12
C (-2.075, -1.075, 1.890)  -0.11
C (-2.803, -1.353, 3.034)  -0.09
C (-2.822, -0.452, 4.100)  -0.05
C (-2.086, 0.707, 3.978)  -0.23
O (-2.005, 1.675, 4.950)  -0.11
C (-2.649, 1.399, 6.176)  -0.09
N (0.834, 2.009, 1.047)  0.11
C (2.057, 2.583, 0.522)  -0.18
C (3.204, 2.644, 1.306)  -0.04
C (4.406, 3.132, 0.809)  -0.09
C (4.473, 3.548, -0.509)  -0.09
C (3.342, 3.492, -1.310)  0.00
C (2.134, 3.031, -0.800)  -0.25
O (1.003, 2.999, -1.524)  -0.08
C (1.137, 2.713, -2.918)  -0.05
H (3.022, 7.514, 1.498)  0.09
H (4.110, 6.803, 2.709)  0.10
H (2.850, 7.960, 3.209)  0.09
H (3.444, 6.627, 4.945)  0.10
H (3.411, 5.138, 6.917)  0.10
H (2.175, 2.988, 6.808)  0.10
H (0.965, 2.354, 4.761)  0.11
H (1.213, 4.420, 1.717)  0.14
H (-0.969, 2.862, 3.536)  0.14
H (-2.093, -1.797, 1.084)  0.08
H (-3.373, -2.274, 3.106)  0.10
H (-3.401, -0.663, 4.990)  0.09
H (-3.732, 1.333, 6.054)  0.09
H (-2.416, 2.225, 6.844)  0.09
H (-2.286, 0.468, 6.614)  0.09
H (3.157, 2.284, 2.327)  0.12
H (5.284, 3.152, 1.446)  0.10
H (5.407, 3.902, -0.927)  0.10
H (3.397, 3.794, -2.346)  0.11
H (1.415, 3.614, -3.472)  0.08
H (0.160, 2.370, -3.241)  0.09
H (1.876, 1.925, -3.066)  0.09
Cl (-1.847, -5.386, -4.747)  0.63
C (-1.571, -4.134, -3.549)  -0.62
C (-2.605, -3.333, -3.178)  -0.20
C (-2.419, -2.303, -2.242)  -0.61
I (-4.080, -1.135, -1.752)  0.92
C (-1.179, -2.027, -1.638)  -0.37
O (-0.979, -1.036, -0.848)  -0.21
C (-0.113, -2.970, -1.976)  -0.10
N (1.063, -2.859, -1.302)  0.12
C (2.069, -3.620, -1.635)  -0.13
C (2.004, -4.584, -2.661)  -0.06
C (0.819, -4.774, -3.301)  -0.04
C (-0.298, -3.978, -2.964)  -0.18
H (-3.579, -3.484, -3.625)  0.08
H (2.990, -3.479, -1.075)  0.10
H (2.880, -5.168, -2.915)  0.10
H (0.716, -5.531, -4.067)  0.08
N (1.169, -1.202, 1.101)  0.00
C (2.543, -0.786, 1.402)  -0.22
C (3.400, -0.718, 0.142)  -0.09
C (2.823, -0.034, -1.107)  -0.64
O (3.619, 0.146, -2.038)  0.00
O (1.576, 0.249, -1.117)  -0.10
H (0.693, -1.583, 1.907)  0.09
H (1.143, -1.880, 0.343)  0.04
H (3.025, -1.469, 2.105)  0.10
H (2.509, 0.188, 1.889)  0.08
H (3.659, -1.735, -0.175)  0.09
H (4.340, -0.214, 0.359)  0.11
C (-2.756, 3.699, -0.513)  -0.09
O (-1.851, 2.785, 0.095)  -0.14
C (-1.459, 1.720, -0.708)  -0.46
O (-1.916, 1.674, -1.833)  -0.04
H (-3.154, 4.317, 0.291)  0.08
H (-3.561, 3.173, -1.021)  0.08
H (-2.238, 4.324, -1.241)  0.08

Forces on atoms 1 to 2 (eV/Å):
Cr 1.4 -0.7 0.5
C -0.1 -0.1 0.0

Properties
**E_HOMO (alpha / beta)**: -4.53 / -4.70 eV
**LUMO (alpha / beta)**: 2.211 / 2.211 eV
**Total charge**: -1
**M**: 880.06 g mol⁻¹
**Spin multiplicity**: 4
**⟨S²⟩**: 3.7934
**F_max**: 1.63 eV/Å
**Gap between HOMO and LUMO (alpha / beta)**: 6.74 / 6.91 eV

[2]
DFT (ωB97M-V with the def2-TZVPD basis set) results for a cluster of 6 separate species, C36H35FO10 in total at a distorted geometry.

Each line ends with the Löwdin charge.
Cartesian coordinates (Å):
F (-8.440, 3.038, -3.653)  0.05
C (-7.105, 3.143, -3.441)  -0.28
C (-6.505, 2.220, -2.612)  -0.04
C (-5.162, 2.200, -2.584)  -0.09
C (-4.396, 3.257, -3.078)  -0.09
C (-4.978, 4.280, -3.818)  -0.07
C (-6.338, 4.115, -4.011)  -0.04
H (-7.053, 1.480, -2.047)  0.12
H (-4.735, 1.402, -1.995)  0.10
H (-3.316, 3.290, -3.065)  0.10
H (-4.378, 5.083, -4.221)  0.11
H (-6.846, 4.955, -4.463)  0.11
C (0.807, -0.426, 0.601)  -0.01
C (-0.227, 0.243, -0.043)  -0.04
C (-1.185, 0.693, 0.810)  -0.31
C (-1.079, 0.576, 2.229)  -0.02
C (-0.034, -0.043, 2.836)  -0.02
C (0.914, -0.619, 2.002)  -0.34
O (2.031, -1.149, 2.464)  0.04
O (-2.312, 1.305, 0.259)  -0.02
H (1.650, -0.717, -0.009)  0.11
H (-0.125, 0.379, -1.109)  0.12
H (-1.850, 1.102, 2.772)  0.11
H (-0.055, -0.205, 3.904)  0.12
H (2.275, -1.882, 1.894)  0.06
H (-2.252, 1.161, -0.688)  0.10
C (4.944, -4.382, 0.044)  -0.02
C (4.974, -5.057, -1.146)  -0.03
C (3.877, -4.907, -2.054)  -0.36
C (2.726, -4.193, -1.766)  -0.04
C (2.771, -3.480, -0.568)  -0.04
C (3.791, -3.564, 0.299)  -0.32
O (3.731, -2.864, 1.465)  0.00
O (3.964, -5.661, -3.185)  -0.05
H (5.609, -4.407, 0.895)  0.09
H (5.802, -5.735, -1.291)  0.10
H (1.885, -4.269, -2.439)  0.08
H (1.852, -2.942, -0.387)  0.10
H (4.616, -2.561, 1.679)  0.04
H (3.698, -5.210, -3.989)  0.07
C (6.117, 0.825, 3.904)  0.02
C (5.637, -0.308, 3.197)  0.02
C (6.547, -1.286, 2.823)  -0.33
C (7.898, -1.165, 3.012)  -0.04
C (8.390, -0.037, 3.599)  -0.02
C (7.515, 0.985, 4.087)  -0.31
O (8.105, 1.906, 4.898)  0.03
O (6.136, -2.440, 2.288)  0.03
H (5.353, 1.451, 4.340)  0.11
H (4.591, -0.449, 2.970)  0.11
H (8.441, -2.083, 2.841)  0.12
H (9.455, -0.111, 3.762)  0.11
H (8.824, 2.249, 4.363)  0.10
H (6.866, -3.020, 2.056)  0.11
C (-1.736, -2.847, -0.612)  -0.04
C (-2.275, -3.818, 0.189)  -0.04
C (-2.864, -4.922, -0.423)  -0.37
C (-2.931, -5.009, -1.847)  -0.02
C (-2.414, -3.975, -2.606)  -0.07
C (-1.824, -2.847, -2.006)  -0.34
O (-1.174, -1.799, -2.608)  -0.15
O (-3.148, -5.949, 0.341)  0.06
H (-1.447, -1.947, -0.089)  0.09
H (-2.187, -3.723, 1.261)  0.11
H (-3.234, -5.865, -2.432)  0.10
H (-2.414, -4.174, -3.667)  0.09
H (-0.471, -2.003, -3.229)  0.01
H (-3.041, -5.550, 1.208)  0.10
C (-4.816, 5.352, 0.636)  -0.01
C (-3.757, 4.383, 0.701)  0.00
C (-2.590, 4.774, 0.092)  -0.34
C (-2.435, 6.041, -0.537)  0.01
C (-3.510, 6.970, -0.515)  -0.03
C (-4.688, 6.607, 0.058)  -0.37
O (-5.790, 7.378, -0.057)  0.03
O (-1.640, 3.838, 0.244)  0.03
H (-5.745, 5.037, 1.087)  0.10
H (-3.887, 3.457, 1.241)  0.12
H (-1.484, 6.432, -0.868)  0.10
H (-3.297, 7.847, -1.109)  0.11
H (-6.631, 7.140, 0.342)  0.10
H (-1.987, 3.005, 0.574)  0.04

Forces on atoms 1 to 2 (eV/Å):
F 0.2 0.5 0.0
C 0.1 -0.7 0.6

Properties
**E_HOMO (alpha / beta)**: 0.38 / -5.43 eV
**LUMO (alpha / beta)**: 1.983 / 1.936 eV
**Total charge**: -1
**M**: 646.66 g mol⁻¹
**Spin multiplicity**: 2
**⟨S²⟩**: 0.7506
**F_max**: 4.70 eV/Å
**Gap between HOMO and LUMO (alpha / beta)**: 1.61 / 7.37 eV